Entry from the OMol25 dataset: 2 unconnected molecules or ions with the total composition C4H4O2 (ωB97M-V with the def2-TZVPD basis set).

The calculation puts the energy relative to the best compared isomer or geometry (same formula, charge and spin) at 155.9 kcal per mole. The largest force on an atom is 0.869 eV/A. The calculation puts the highest occupied orbital energy at -9.0 eV. The value obtained for the orbital gap is 0.3370 Eh. As for the LUMO energy: 0.15 eV. The molecular weight is 84.07 g mol⁻¹. Its total energy is -305.03107 a.u.

```
! wB97M-V def2-TZVPD RIJCOSX def2/J DEFGRID3
* xyz 0 1
O 2.3479 0.5621 0.0821
C 1.2910 0.5486 0.6155
O 0.2587 -0.2727 0.1474
C -0.1092 -0.7146 -1.8915
C -0.9296 -0.0995 0.7102
C -2.0083 0.0814 1.1996
H 0.9529 1.1198 1.4902
H 0.5948 0.1047 -2.1539
H 0.5790 -1.5821 -1.8116
H -2.9772 0.2522 1.6119
*
```